Below is a molecular structure, C30H61AlBBrClF4N3NaO9P in a non-equilibrium geometry, with properties calculated with ωB97M-V with the def2-TZVPD basis set.

Output
largest force on an atom	4.18	eV/A
LUMO	-4.0835	eV
energy	-6225.10109	Eh

Each line ends with the Löwdin charge.
Geometry (Å):
1 C -3.50687 2.63379 1.40942  -0.10
2 C -2.05185 3.02961 1.11565  -0.18
3 C -1.20551 2.08093 0.24362  -0.23
4 C -2.04802 1.20896 -0.71567  -0.06
5 C 0.09079 1.40564 0.82218  -0.22
6 O 1.17008 2.30786 0.57476  -0.10
7 C 1.93894 2.02023 -0.60294  -0.21
8 C 1.29105 2.31626 -1.97787  -0.04
9 C 0.87510 1.07220 -2.77018  -0.23
10 O 0.41453 1.52633 -4.04697  0.00
11 C 2.05997 0.13626 -3.07696  -0.57
12 F 2.00652 -0.30730 -4.33363  0.13
13 F 3.24433 0.66151 -2.86579  0.20
14 F 1.91161 -0.99113 -2.33257  0.11
15 B 3.23037 3.00347 -0.58172  -0.50
16 C 4.70408 2.47296 -0.77142  0.01
17 O 2.96712 4.32576 -0.41623  0.14
18 C 0.19671 0.85708 2.26677  -0.28
19 C 0.31572 2.01326 3.29817  -0.16
20 N -0.60952 2.17390 4.41724  -0.12
21 C -2.05915 2.11602 4.34148  -0.09
22 N -0.68395 -0.18035 2.64153  -0.09
23 C -1.78420 -0.65613 1.79832  -0.13
24 C -1.47746 -1.57365 0.60311  -0.16
25 C -1.36351 -3.06942 0.96336  -0.40
26 C -2.74628 -3.73233 1.03178  -0.07
27 C -0.58809 -3.77037 -0.20042  -0.14
28 C -0.70218 -0.90505 3.90416  -0.19
29 O 0.25145 -0.65316 4.94201  -0.21
30 C -0.39424 -0.82247 6.21692  -0.07
31 P 2.01838 -0.12932 2.41332  1.02
32 C 1.95807 -1.38839 1.04051  -0.27
33 C 3.48775 0.96615 2.06382  -0.40
34 C 3.51850 2.39528 2.62383  -0.10
35 H -4.04554 2.43566 0.48400  0.06
36 H -3.64906 1.83993 2.14162  0.05
37 H -3.99058 3.52321 1.82578  0.08
38 H -2.19893 3.94434 0.54155  0.10
39 H -1.53038 3.40593 1.99564  0.10
40 H -0.79527 2.77403 -0.48888  0.11
41 H -1.44167 0.37525 -1.06465  0.05
42 H -2.94123 0.77491 -0.27085  0.07
43 H -2.35039 1.79124 -1.58418  0.08
44 H 0.28522 0.56072 0.15286  0.11
45 H 2.24744 0.96768 -0.60916  0.10
46 H 0.50319 3.06775 -1.97421  0.14
47 H 2.04932 2.76869 -2.63022  0.14
48 H 0.04232 0.53387 -2.31766  0.13
49 H -0.38799 2.03782 -3.90813  0.10
50 H 5.28716 2.75289 0.11061  0.07
51 H 4.77624 1.39251 -0.90206  0.05
52 H 5.16736 3.01129 -1.60234  0.09
53 H 2.68923 4.49009 0.49133  0.11
54 H 1.29221 1.85162 3.78664  0.07
55 H 0.43947 2.97184 2.78657  0.13
56 H -0.32290 3.00469 4.94790  0.11
57 H -2.45321 1.22772 3.85540  0.06
58 H -2.51976 3.02307 3.94395  0.08
59 H -2.44130 2.06155 5.36664  0.09
60 H -2.40628 -1.29560 2.43434  0.12
61 H -2.44308 0.17623 1.56313  0.09
62 H -0.66268 -1.24115 -0.03265  0.07
63 H -2.37857 -1.52048 -0.01938  0.12
64 H -0.78262 -3.22947 1.87563  0.11
65 H -2.65111 -4.73088 1.45606  0.07
66 H -3.11347 -3.83252 0.01007  0.09
67 H -3.43472 -3.12458 1.62646  0.07
68 H -1.09050 -4.69590 -0.51024  -0.07
69 H -0.44111 -3.08177 -1.04001  0.07
70 H 0.41757 -4.03834 0.13391  0.06
71 H -1.69045 -0.76347 4.36404  0.12
72 H -0.66088 -1.98410 3.69829  0.14
73 H 0.36304 -1.05246 6.96776  0.11
74 H -1.07387 -1.67489 6.21033  0.11
75 H -0.96470 0.08470 6.50951  0.10
76 H 2.95517 -1.81403 1.00318  0.00
77 H 1.78375 -0.93759 0.06534  0.02
78 H 1.28222 -2.20163 1.29374  0.03
79 H 3.75597 0.87974 1.00952  0.06
80 H 4.31860 0.46587 2.54641  0.02
81 H 3.44878 2.35612 3.71368  0.08
82 H 4.48036 2.83687 2.37323  0.09
83 H 2.69273 3.00246 2.26342  0.06
84 C -4.05302 4.37135 -1.86267  -0.65
85 O -2.85848 4.13875 -1.59083  -0.12
86 H -4.82541 3.48490 -1.75684  0.03
87 H -4.59867 5.20554 -1.22866  -0.01
88 H -4.30363 4.73993 -2.95346  0.01
89 Na 0.81235 1.44794 6.03449  0.58
90 O 0.17229 -6.73667 -2.38986  0.03
91 H 0.75810 -7.33773 -1.86455  0.08
92 H -0.39608 -7.22837 -3.01720  0.14
93 H 0.65221 -6.00170 -2.82772  0.13
94 C 0.92360 -2.29672 -6.09597  -0.04
95 C 0.43344 -2.64493 -7.34873  -0.04
96 C 0.00623 -3.94399 -7.59177  0.01
97 C 0.07583 -4.87190 -6.56822  -0.14
98 C 0.56820 -4.54089 -5.32145  -0.01
99 C 0.99344 -3.24721 -5.08747  -0.05
100 N -0.39437 -6.24668 -6.79786  -0.35
101 O -0.80502 -6.52796 -7.89965  0.11
102 O -0.34538 -7.02209 -5.85769  0.05
103 H 1.24815 -1.29152 -5.90503  0.09
104 H 0.38030 -1.90504 -8.13509  0.11
105 H -0.37633 -4.22065 -8.56306  0.12
106 H 0.61920 -5.28275 -4.53918  0.07
107 H 1.37944 -2.97129 -4.11464  0.10
108 Br -0.88519 -7.06260 -0.06582  -0.15
109 O 0.78843 4.69847 7.01951  -0.61
110 H 1.08427 5.58589 7.23703  -0.18
111 Al -6.09176 4.98551 -2.30771  0.81
112 Cl 3.63583 -1.66612 3.25267  0.20
113 F 3.55669 6.67272 -0.48608  -0.66

=====

Below is a molecular structure, C44H45Cl3CuN5O2PS2, with properties calculated with ωB97M-V with the def2-TZVPD basis set.

Output
largest force on an atom	0.68	eV/A
multiplicity	2
LUMO (alpha / beta)	-5.1415 / -7.2352	eV
net charge	+2
⟨S²⟩	0.757
energy above the lowest of the compared OMol25 structures with the same formula, charge and spin	38.48	kJ/mol
energy	-6286.33075	Eh

Each line ends with the Löwdin charge.
Geometry (Å):
1 Cu -0.56940 0.48527 0.74099  0.44
2 C 1.35510 2.70592 2.18353  -0.05
3 C 0.71256 2.02877 3.39335  -0.37
4 C -0.76580 2.39378 3.53182  -0.04
5 C 0.93032 0.51541 3.34095  -0.24
6 C 0.72364 -0.19329 4.68175  -0.03
7 O -0.16657 -1.29655 4.37459  0.05
8 C -0.53598 -1.19696 3.11014  -0.29
9 N -0.02683 -0.20613 2.45522  0.06
10 C -1.42148 -2.28165 2.63819  -0.11
11 C -1.91356 -3.14835 3.61884  0.02
12 C -2.64028 -4.27247 3.27405  -0.02
13 C -2.86619 -4.56375 1.93751  -0.02
14 C -2.39621 -3.70440 0.95741  -0.07
15 C -1.69254 -2.54932 1.28823  -0.27
16 P -1.17729 -1.51424 -0.12542  1.10
17 C -2.65343 -1.21543 -1.10667  -0.36
18 C -2.47669 -0.69213 -2.39266  -0.10
19 C -3.57912 -0.42234 -3.18572  -0.04
20 C -4.85857 -0.64626 -2.69248  -0.04
21 C -5.03875 -1.10494 -1.39509  -0.05
22 C -3.94014 -1.38102 -0.59362  -0.08
23 C -0.03642 -2.59779 -0.99925  -0.37
24 C 1.14410 -2.91529 -0.32444  -0.12
25 C 2.04513 -3.79520 -0.89266  -0.06
26 C 1.77046 -4.35883 -2.13494  -0.05
27 C 0.59962 -4.03948 -2.80585  -0.05
28 C -0.30821 -3.15047 -2.24611  -0.07
29 H 1.09032 3.76315 2.14205  0.10
30 H 1.03463 2.24636 1.24183  0.02
31 H 2.44262 2.62866 2.22168  0.09
32 H 1.23772 2.37524 4.28842  0.15
33 H -1.30591 2.23692 2.59142  0.06
34 H -0.87248 3.44542 3.79612  0.10
35 H -1.26666 1.80752 4.30634  0.09
36 H 1.93544 0.32430 2.95962  0.15
37 H 0.24148 0.43161 5.42978  0.14
38 H 1.63688 -0.61116 5.09200  0.14
39 H -1.71179 -2.93723 4.65862  0.13
40 H -3.01110 -4.92956 4.04932  0.12
41 H -3.40779 -5.45728 1.65489  0.12
42 H -2.58421 -3.92791 -0.08622  0.12
43 H -1.47649 -0.49594 -2.76701  0.11
44 H -3.44460 -0.03654 -4.18775  0.09
45 H -5.71717 -0.45286 -3.32200  0.11
46 H -6.03580 -1.25220 -1.00133  0.12
47 H -4.09214 -1.72878 0.42029  0.11
48 H 1.35087 -2.47702 0.64607  0.10
49 H 2.95851 -4.04655 -0.37057  0.11
50 H 2.46946 -5.05849 -2.57475  0.12
51 H 0.38409 -4.49082 -3.76604  0.12
52 H -1.22289 -2.91133 -2.77154  0.10
53 Cl 1.09266 8.18299 -8.12945  0.72
54 C 0.60525 6.98652 -6.98828  -0.66
55 C -0.61719 7.10466 -6.34383  -0.08
56 C -0.99681 6.12758 -5.44227  -0.01
57 C -0.17820 5.03670 -5.15816  -0.21
58 C -0.64557 4.00270 -4.15915  -0.32
59 C -0.61465 4.58046 -2.74985  -0.03
60 N -1.12819 3.63164 -1.75840  -0.03
61 C -2.44702 3.42526 -1.41256  -0.01
62 C -2.46082 2.36728 -0.56542  -0.09
63 N -1.15584 1.92279 -0.39891  -0.04
64 C -0.38860 2.70766 -1.14380  -0.16
65 O -1.97025 3.58648 -4.41269  -0.11
66 C -2.04016 2.69559 -5.51581  -0.15
67 C -3.43617 2.17361 -5.64659  -0.33
68 C -3.78067 1.20880 -6.53796  -1.00
69 Cl -2.70870 0.41351 -7.61434  0.69
70 S -5.45317 0.83214 -6.50047  1.02
71 C -5.71676 1.98158 -5.26163  -0.41
72 C -4.57012 2.61756 -4.90315  -0.14
73 C 1.04009 4.94973 -5.82418  -0.57
74 Cl 2.12510 3.61524 -5.53552  0.71
75 C 1.43883 5.91098 -6.73875  -0.12
76 H -1.25780 7.95077 -6.55214  0.12
77 H -1.96878 6.18882 -4.96549  0.13
78 H 0.02652 3.14011 -4.18710  0.11
79 H -1.21150 5.48924 -2.70524  0.14
80 H 0.41623 4.81358 -2.49087  0.15
81 H -3.24313 4.04007 -1.79461  0.14
82 H -3.29716 1.89306 -0.07963  0.12
83 H 0.68278 2.60713 -1.25641  0.07
84 H -1.33300 1.86994 -5.36840  0.13
85 H -1.74797 3.20696 -6.43996  0.14
86 H -6.71407 2.13795 -4.87966  0.08
87 H -4.51943 3.39170 -4.15088  0.11
88 H 2.38468 5.82034 -7.25367  0.11
89 S 1.97601 0.38905 -1.34329  0.63
90 C 3.62306 0.30890 -1.77885  -0.82
91 N 4.59633 0.60282 -0.90928  0.02
92 C 6.02595 0.60100 -1.23351  -0.15
93 C 6.27813 -0.41420 -2.33181  -0.16
94 C 5.35705 -0.11137 -3.49772  -0.15
95 N 3.97614 -0.06095 -3.01112  0.02
96 H 4.29308 0.90745 -0.00129  0.12
97 H 6.58174 0.35224 -0.33196  0.13
98 H 6.33479 1.59688 -1.55896  0.13
99 H 6.07363 -1.41887 -1.95621  0.13
100 H 7.31816 -0.37619 -2.65054  0.13
101 H 5.42266 -0.88332 -4.26129  0.13
102 H 5.62378 0.84306 -3.95687  0.13
103 H 3.21990 -0.25887 -3.64412  0.12

=====

Below is a molecular structure, C2H7BaO2 in a non-equilibrium geometry, with properties calculated with ωB97M-V with the def2-TZVPD basis set.

Output
largest force on an atom	3.69	eV/A
LUMO	2.7455	eV
net charge	-1
energy	-256.13485	Eh

Each line ends with the Löwdin charge.
Geometry (Å):
1 C 0.93312 0.99023 -0.24220  -0.01
2 H 0.72151 1.74445 -1.02498  0.04
3 H 0.54349 1.41753 0.69951  0.05
4 H 2.00619 1.24567 -0.27759  0.02
5 O 1.48163 -1.05820 0.02745  -0.92
6 Ba 2.75563 -2.97950 0.94530  0.11
7 H 0.24252 -1.10864 -0.42778  0.12
8 O -0.67952 -0.04171 -0.77993  -0.38
9 C -1.78954 -0.03331 0.08188  -0.23
10 H -2.64021 -0.46790 -0.45833  0.07
11 H -1.60542 -0.68147 0.95827  0.06
12 H -1.96941 0.97285 0.49839  0.07

=====

Below is a gas-phase ion, C3H5O2S2 (charge -1) in a non-equilibrium geometry, with properties calculated with ωB97M-V with the def2-TZVPD basis set.

Output
largest force on an atom	1.12	eV/A
LUMO	2.9299	eV
net charge	-1
SMILES	O=C([O-])CCSS
energy above the lowest of the compared OMol25 structures with the same formula, charge and spin	6.31	kJ/mol
energy	-1064.23637	Eh

Each line ends with the Löwdin charge.
Geometry (Å):
1 O -0.27331 0.61955 2.80951  -0.10
2 C -0.56144 -0.17022 1.87563  -0.75
3 O -1.49105 -0.99360 1.77782  -0.08
4 C 0.47678 -0.09423 0.69750  -0.22
5 C -0.03544 -0.74389 -0.57215  -0.57
6 S 0.84553 -0.29434 -2.11194  0.37
7 S 0.56240 1.74081 -2.25523  0.27
8 H 0.69575 0.96524 0.56632  0.07
9 H 1.43778 -0.45297 1.07030  0.10
10 H 0.16869 -1.81919 -0.54206  0.07
11 H -1.07490 -0.58009 -0.82893  0.06
12 H -0.75079 1.82292 -2.48677  -0.21

=====

Below is a molecular structure, C6H5IrN2O2S3Se, with properties calculated with ωB97M-V with the def2-TZVPD basis set.

Output
largest force on an atom	0.57	eV/A
LUMO	4.8637	eV
net charge	-2
energy above the lowest of the compared OMol25 structures with the same formula, charge and spin	0.42	kJ/mol
energy	-4192.06656	Eh

Each line ends with the Löwdin charge.
Geometry (Å):
1 Ir 0.46722 -0.23670 0.29148  0.28
2 S -2.08625 3.05802 -1.66203  0.27
3 C -1.24683 1.78381 -0.98289  -1.83
4 S -1.33043 1.17717 0.63228  0.42
5 S -0.03204 0.79064 -1.70342  0.40
6 C -3.70834 -3.38416 1.54800  -0.06
7 N -2.68750 -3.14454 0.55380  -0.08
8 C -2.56866 -3.92051 -0.55607  -0.11
9 C -1.59501 -3.70060 -1.44345  -0.02
10 C -0.65660 -2.58932 -1.24988  -0.55
11 O 0.24766 -2.40208 -2.05050  -0.04
12 N -0.84325 -1.79460 -0.12991  -0.07
13 C -1.80063 -2.06766 0.80729  -0.55
14 O -1.96230 -1.47570 1.86345  -0.04
15 H -4.27071 -4.27342 1.25987  0.07
16 H -4.38629 -2.53288 1.62633  0.09
17 H -3.25915 -3.53445 2.52961  0.08
18 H -3.29713 -4.71707 -0.65848  0.11
19 H -1.47566 -4.31270 -2.32410  0.09
20 Se 2.51056 -0.17757 1.33555  -0.48

=====

Below is a molecular structure, C17H28BHgI2NO5 in a non-equilibrium geometry, with properties calculated with ωB97M-V with the def2-TZVPD basis set.

Output
largest force on an atom	1.63	eV/A
LUMO	-11.2447	eV
net charge	+2
energy above the lowest of the compared OMol25 structures with the same formula, charge and spin	0.00	kJ/mol
energy	-1868.53062	Eh

Each line ends with the Löwdin charge.
Geometry (Å):
1 C -2.68869 -3.37079 2.57050  0.08
2 C -1.88638 -2.90310 1.59897  -0.06
3 C -1.33892 -3.80965 0.55888  -0.51
4 O -1.78762 -4.90690 0.35086  0.13
5 O -0.26082 -3.29969 -0.04705  -0.02
6 C 0.48643 -4.24881 -0.84858  -0.14
7 C 1.80400 -3.61409 -1.26768  -0.15
8 C 1.73304 -2.82655 -2.59701  -0.17
9 C 2.20868 -1.36858 -2.46589  -0.19
10 C 1.06820 -0.44227 -2.01963  -0.19
11 C 1.55176 0.90522 -1.48094  -0.12
12 C 0.47269 1.79295 -0.83279  -0.23
13 N -0.64914 1.91211 -1.73249  0.11
14 C -1.70829 1.10358 -1.40383  -0.48
15 O -2.73706 0.98021 -2.02064  0.11
16 C -1.39803 0.47566 -0.04819  -0.06
17 C -0.18678 1.26661 0.49060  -0.29
18 B 0.85367 0.42630 1.38969  -0.71
19 O 1.16858 -0.84794 1.05675  0.22
20 O 1.39292 1.00966 2.52708  -0.03
21 C 2.46745 1.95829 2.35932  -0.02
22 C -0.68902 2.40576 1.39528  -0.59
23 I -1.65630 1.59334 3.16077  1.29
24 C -1.65681 3.41293 0.74227  -0.62
25 C -1.33788 4.84867 1.13867  -0.14
26 I -3.70609 2.99000 1.46664  0.97
27 H -3.42433 -4.14670 2.39702  0.09
28 H -2.61112 -2.95739 3.57120  0.07
29 H -1.62393 -1.84949 1.59274  0.07
30 H -0.12075 -4.50677 -1.71481  0.13
31 H 0.66244 -5.14472 -0.25761  0.13
32 H 2.50665 -4.43834 -1.39140  0.12
33 H 2.19401 -2.98183 -0.46962  0.10
34 H 2.37041 -3.29301 -3.34494  0.11
35 H 0.69835 -2.80253 -2.94181  0.11
36 H 2.53904 -1.02373 -3.44958  0.12
37 H 3.08084 -1.27517 -1.81372  0.11
38 H 0.45973 -0.99924 -1.30789  0.09
39 H 0.44352 -0.27736 -2.90053  0.13
40 H 2.43510 0.79855 -0.84541  0.12
41 H 1.90261 1.47252 -2.35017  0.14
42 H 0.97816 2.73132 -0.56982  0.16
43 H -0.50622 2.17296 -2.69763  0.17
44 H -2.33442 0.56258 0.50533  0.06
45 H -1.16718 -0.58760 -0.08448  0.11
46 H 2.12581 -0.98365 1.08674  0.14
47 H 3.29102 1.66330 3.00410  0.11
48 H 2.81222 2.01841 1.32671  0.10
49 H 2.14054 2.94564 2.69194  0.09
50 H 0.13404 2.99177 1.79783  0.08
51 H -1.65824 3.35563 -0.34403  0.10
52 H -1.42631 5.00484 2.21424  0.09
53 H -2.02929 5.54006 0.65572  0.04
54 H -0.33687 5.10493 0.79231  0.11
55 Hg -5.05542 5.46210 0.80601  0.81

=====

Among the records above, which one has the lowest largest force on an atom?
C6H5IrN2O2S3Se

=====

Which value of largest force on an atom does entry 4 give?
1.12 eV/A

=====

Which of these has the highest largest force on an atom?
C30H61AlBBrClF4N3NaO9P

=====

Which value of energy does entry 3 give?
-256.13485 Eh